DFT (ωB97M-V/def2-TZVPD) results for the molecule C4H12N3 in a non-equilibrium geometry.

HOMO level (alpha / beta): -8.5 / -8.8 eV
relative energy (zero: lowest compared OMol25 entry of this formula, charge and spin): 62.7 kcal/mol
2S+1: 2
⟨S²⟩: 0.754

Cartesian coordinates (Å):
C1 -0.61 -1.13 -1.35
C2 -0.34 0.17 -0.54
C3 0.88 0.15 0.38
C4 0.39 0.53 1.78
N1 -0.21 1.84 1.60
N2 2.28 0.67 0.22
N3 -1.96 -1.63 -1.86
H1 0.05 -1.10 -2.30
H2 -0.32 -2.02 -0.72
H3 -0.51 0.99 -1.23
H4 -0.81 2.10 2.40
H5 1.33 0.25 2.49
H6 -0.41 -0.24 2.15
H7 -0.79 1.46 0.82
H8 1.09 -0.97 0.38
H9 2.52 1.68 0.55
H10 2.50 0.69 -0.72
H11 -2.30 -1.77 -2.87
H12 -2.79 -1.66 -1.20